Computed, not measured: C53H52N10OSSbTl as an isolated structure at a distorted geometry, with wB97M-V/def2-TZVPD.

Values from the calculation:
highest occupied orbital energy (alpha / beta) = -11.92 / -11.66 eV
multiplicity = 1
LUMO level (alpha / beta) = -7.9 / -8.5 eV
E_tot = -3483.8383 Eh
net charge = +2
relative energy (zero: lowest compared OMol25 entry of this formula, charge and spin) = 0.00 kcal/mol
orbital gap (alpha / beta) = 3.980 / 3.121 eV

```
119
Properties=species:S:1:pos:R:3:forces:R:3
Tl -19.753112 9.838846 7.020990 1.8499 0.3898 -0.4571
C -27.379360 10.510368 7.355469 -0.1407 -0.0059 0.5313
C -25.948707 10.103022 7.443171 0.7490 0.4795 -0.6155
C -25.514761 8.925099 8.081145 -0.9682 -0.1836 0.0018
C -24.202580 8.621391 8.200783 1.1672 0.1352 1.7609
C -23.122443 9.455314 7.683531 -1.8983 0.2305 -0.1707
N -21.871189 9.297370 8.111694 -0.9639 -0.5331 0.3125
C -21.606775 8.975146 9.414223 -0.1498 -0.9143 0.7840
C -22.265824 9.716258 10.449298 0.2576 0.4523 1.3681
C -21.889994 9.723640 11.807256 -0.8851 -0.9160 -2.4041
C -20.985394 8.751704 12.244724 1.3035 -0.1662 -0.6303
C -20.531879 8.691173 13.648874 -0.3900 -0.3991 1.2142
C -20.362445 7.931787 11.303434 0.0566 -0.0885 -1.3217
C -20.642655 7.975960 9.899195 -0.2752 -0.0578 1.4197
N -20.124499 6.895946 9.185710 -0.1377 0.3428 -1.4763
C -19.504680 5.791675 9.702505 0.2617 -0.9727 -0.2369
C -18.928247 5.109633 8.660614 0.2205 -0.2978 -0.0012
C -19.229056 5.843648 7.492025 -2.0147 2.2525 1.2496
N -20.034843 6.912430 7.796717 1.7776 -1.0262 0.2604
C -23.626749 10.490212 6.716527 0.1295 -1.3032 0.4610
C -24.982951 10.875472 6.788077 0.7975 0.3916 -0.5187
N -22.770616 10.925126 5.724089 0.9582 0.3886 -1.0170
C -22.870992 12.022715 4.904054 0.5308 0.2212 -0.9139
C -21.913252 11.904475 3.916753 -0.3472 0.0976 -0.1003
C -21.252076 10.684881 4.167774 -0.4300 -0.7570 0.7957
N -21.767443 10.073413 5.240993 -0.0502 0.5778 -0.2034
H -28.025924 9.880188 7.970728 0.0665 -0.1515 -0.3800
H -27.736216 10.576699 6.321762 0.0682 -0.2057 0.1817
H -27.479669 11.503567 7.782664 0.0163 0.3431 -0.0385
H -26.306561 8.302678 8.500826 0.4821 -0.0940 0.0286
H -23.914446 7.826216 8.914585 -0.0862 0.2627 -0.8147
H -23.065123 10.382910 10.146821 0.2140 0.1804 -0.1664
H -22.354054 10.399546 12.499150 -0.1917 0.1888 0.1453
H -21.279401 8.198997 14.317798 0.2582 0.3969 -0.5587
H -20.408122 9.713087 14.036416 0.2211 -0.3899 0.0090
H -19.629299 8.076121 13.761331 -0.0974 0.4746 -0.0549
H -19.557917 7.222659 11.581827 -0.8113 0.7465 0.1789
H -19.604047 5.456124 10.730985 0.1140 0.3512 -0.3323
H -18.388103 4.156648 8.679805 -0.3165 0.6015 0.2089
H -18.959165 5.679846 6.468714 0.0133 -0.1702 -0.2217
H -25.328821 11.762880 6.227230 0.3459 -0.6944 0.1519
H -23.598559 12.814924 5.014977 0.0281 -0.2274 0.2590
H -21.711508 12.522459 3.039885 -0.2726 0.0491 0.6448
H -20.423467 10.217865 3.593769 -0.8240 0.4014 0.6667
C -17.658678 9.228828 3.248412 0.4394 -1.0501 -0.0404
C -17.322347 10.648120 3.510996 0.7113 1.1487 0.0702
N -17.486198 11.290662 4.663581 -0.2872 -0.0836 -1.2685
C -17.124974 12.599726 4.408324 0.8435 0.4371 -0.4525
C -16.661042 12.766802 3.119376 -0.4829 -1.8875 0.3247
N -16.770148 11.480254 2.533919 -0.7169 -0.4299 1.3039
C -16.351514 11.046294 1.208983 0.4588 -0.0377 -0.6064
N -15.260146 10.046822 1.212374 0.3052 -0.3269 0.0951
N -15.378762 8.892650 0.456374 2.1663 -0.8130 1.8212
N -14.295865 8.129979 0.689484 -2.5714 1.8042 -1.3494
C -13.443850 8.823602 1.486323 -0.4226 0.9309 0.9622
C -12.177011 8.465826 1.946170 1.0294 0.5828 1.3860
C -11.537139 9.393541 2.820227 -0.1891 -1.5318 -0.9244
C -12.118916 10.641117 3.095895 0.0022 -0.1735 -0.0374
C -13.385154 10.998640 2.660637 0.6720 0.2699 0.1521
C -14.049872 10.052778 1.894245 -0.5309 -0.7146 -1.3664
H -18.700871 9.079285 2.932996 0.2156 0.1092 0.0025
H -17.482456 8.593396 4.137493 -0.1526 0.5057 -0.2372
H -17.011929 8.795821 2.464357 -0.3904 0.2289 0.2459
H -17.094462 13.353165 5.193708 -0.2013 -0.2879 -0.2405
H -16.286324 13.592353 2.546012 0.0769 0.1785 0.0924
H -16.009049 11.950774 0.695104 -0.0394 -0.1751 -0.0014
H -17.166449 10.596561 0.605396 0.4266 0.2087 0.5319
H -11.722019 7.498135 1.676730 -0.2787 0.6730 0.1634
H -10.565817 9.135691 3.290760 -0.7217 0.2455 -0.6065
H -11.505204 11.352401 3.629512 -0.1821 0.1226 0.1994
H -13.730133 12.008258 2.845857 -0.3053 -0.1678 0.0398
O -18.565634 12.026604 8.841433 -1.1761 0.4455 1.0122
S -19.475266 12.560196 9.971542 1.1169 -0.3703 -0.8233
C -18.611429 13.994714 10.719173 0.4639 -0.1785 -0.4432
C -19.038766 15.246724 9.971786 -1.0437 0.4644 0.4379
C -20.540729 15.079881 9.576338 0.5154 -0.2115 0.3866
C -20.745526 13.601252 9.183655 0.2407 0.4588 -0.6292
H -17.528757 13.760719 10.625746 -0.6959 0.0891 0.2061
H -18.901067 14.072129 11.767579 0.0376 -0.2722 0.0158
H -18.461515 15.419532 9.074826 0.2982 -0.0418 -0.1493
H -18.937621 16.116891 10.647840 0.1036 -0.3119 -0.5106
H -20.785302 15.779980 8.780217 -0.0574 -0.2016 -0.2069
H -21.210513 15.338470 10.398504 0.1893 -0.0799 0.1565
H -20.620977 13.436848 8.103564 0.2163 0.0015 0.2491
H -21.711154 13.196051 9.445969 -0.3610 -0.0042 0.2452
C -14.312342 5.237401 6.051480 -0.2268 -0.6046 0.4088
C -14.210019 6.446322 5.363688 0.2547 -0.1638 -0.8901
C -14.662481 7.633810 5.899345 -0.7285 0.7537 0.6232
C -15.181474 7.660838 7.204727 0.6462 -0.0744 0.3303
C -15.114482 6.484891 7.981726 -0.3029 -0.6531 -0.4949
C -14.789527 5.235447 7.373778 0.0862 0.9673 -0.1581
Sb -16.198725 9.436336 7.959192 0.5054 0.2862 -0.2507
C -14.815560 11.145581 7.596133 -0.1156 -1.3027 -0.0861
C -13.524755 10.957160 7.116751 0.4195 -0.5234 -0.1669
C -12.673773 12.051490 6.931387 0.0897 -0.2873 0.2378
C -13.099858 13.331830 7.318330 0.6527 0.2264 -0.4447
C -14.384987 13.526488 7.818427 -0.2632 -0.1585 0.5996
C -15.237031 12.411571 7.921199 -1.1894 1.0038 0.4881
C -15.668865 9.021733 9.973787 0.0775 0.1113 0.9415
C -16.606993 8.971285 11.035068 -0.5486 0.2637 -1.0241
C -16.246946 8.702774 12.327771 1.5806 -0.2341 0.3634
C -14.869619 8.484472 12.612252 -0.7056 0.2627 1.4351
C -13.930949 8.493626 11.612844 0.4278 -0.1152 -1.4071
C -14.334962 8.786048 10.276603 0.8669 -0.0769 0.2926
H -14.030256 4.269355 5.578468 -0.2078 0.9852 0.3231
H -13.819263 6.489821 4.345639 0.0019 -0.2640 0.2485
H -14.649647 8.587630 5.339292 0.1043 -0.7546 0.0254
H -15.323879 6.520074 9.057908 -0.2305 -0.0814 -0.4959
H -14.917961 4.279153 7.905485 0.3013 0.6752 -0.1014
H -13.182945 9.924428 6.928161 -0.0056 0.6897 -0.1012
H -11.646199 11.872522 6.559798 -0.7641 0.2768 0.2451
H -12.378688 14.162243 7.194354 -0.6614 -0.4558 0.2388
H -14.723137 14.494550 8.255872 0.3826 -0.7536 -0.7428
H -16.281801 12.534759 8.284060 0.8385 0.0907 -0.1965
H -17.658450 9.207137 10.841128 0.2121 -0.1452 -0.1517
H -16.977950 8.654377 13.126332 0.0420 0.1489 -0.0318
H -14.543465 8.411256 13.678559 -0.3478 -0.3039 -1.0620
H -12.873418 8.221186 11.794989 -0.7673 0.4845 0.0453
H -13.549717 8.863165 9.483090 -0.7839 -0.2279 0.7527
```
Forces are in eV/Å.